Below is a cluster of 32 separate species, C60H191N7O39 in total in a non-equilibrium geometry, with properties calculated with ωB97M-V/def2-TZVPD.

Summary:
* molar mass: 1635.20 g/mol
* F_max: 3.27 eV/Å
* orbital gap: 8.403 eV
* LUMO energy: -0.002 Eh
* DFT total energy: -155589.8090 eV
* HOMO level: -8.459 eV

Each line ends with the Mulliken charge.
Geometry (Å):
1 C 5.155 -2.036 -2.866  -0.980
2 O 5.647 -1.111 -3.808  -0.289
3 C 5.723 -1.551 -5.138  -0.190
4 C 6.447 -0.525 -6.028  -1.119
5 N 7.818 -0.285 -5.599  0.108
6 C 8.416 0.784 -6.400  -0.672
7 C 9.868 1.131 -5.935  -0.586
8 O 10.774 0.140 -6.436  -0.384
9 C 10.910 -1.104 -5.668  -0.725
10 H 4.852 -1.563 -1.932  0.191
11 H 5.912 -2.792 -2.657  0.513
12 H 4.278 -2.584 -3.211  0.359
13 H 4.790 -1.681 -5.687  0.022
14 H 6.232 -2.515 -5.169  0.462
15 H 5.864 0.395 -6.073  0.524
16 H 6.367 -0.951 -7.028  0.368
17 H 8.272 -1.177 -5.733  0.018
18 H 7.841 1.704 -6.505  0.492
19 H 8.586 0.475 -7.431  0.321
20 H 9.802 1.127 -4.847  0.312
21 H 10.200 2.132 -6.209  0.382
22 H 11.773 -1.584 -6.128  0.295
23 H 10.101 -1.834 -5.667  0.259
24 H 11.183 -1.042 -4.615  0.315
25 C 3.971 -7.306 3.176  -0.547
26 O 4.198 -6.718 4.458  -0.434
27 C 4.095 -5.281 4.501  0.174
28 C 4.525 -4.741 5.849  -0.048
29 N 5.942 -4.668 6.039  -0.281
30 C 6.679 -3.806 5.150  -0.803
31 C 6.388 -2.214 5.374  -0.001
32 O 6.371 -1.856 6.812  -0.446
33 C 5.953 -0.496 7.056  -0.129
34 H 2.940 -7.156 2.855  0.173
35 H 4.094 -8.381 3.307  0.293
36 H 4.697 -6.873 2.488  0.208
37 H 3.037 -5.034 4.419  0.302
38 H 4.564 -4.661 3.736  0.001
39 H 4.131 -5.368 6.649  0.459
40 H 3.956 -3.816 5.953  -0.554
41 H 6.291 -5.615 6.000  0.340
42 H 6.629 -3.955 4.071  0.228
43 H 7.753 -3.855 5.326  0.507
44 H 5.354 -2.056 5.068  -0.192
45 H 6.946 -1.619 4.651  0.560
46 H 6.732 0.115 6.600  0.347
47 H 5.851 -0.350 8.132  0.263
48 H 4.964 -0.378 6.614  -0.316
49 C -1.515 -3.986 2.439  -0.788
50 O -2.258 -4.246 1.333  0.159
51 C -2.712 -5.614 1.055  -0.090
52 C -1.567 -6.466 0.449  -0.817
53 N -1.080 -5.693 -0.731  0.507
54 C -0.047 -6.414 -1.518  -0.948
55 C 1.369 -6.475 -0.854  -0.636
56 O 1.900 -5.084 -0.870  -0.026
57 C 2.526 -4.704 -2.068  -0.847
58 H -0.559 -4.508 2.429  0.226
59 H -1.904 -4.441 3.350  0.348
60 H -1.445 -2.901 2.526  0.052
61 H -3.462 -5.550 0.267  -0.450
62 H -3.113 -6.097 1.946  0.560
63 H -1.971 -7.430 0.138  0.506
64 H -0.725 -6.643 1.118  0.267
65 H -0.743 -4.801 -0.400  -0.379
66 H 0.053 -5.875 -2.460  0.124
67 H -0.321 -7.436 -1.779  0.601
68 H 1.994 -7.128 -1.464  0.463
69 H 1.285 -6.819 0.177  0.201
70 H 3.164 -5.459 -2.529  0.506
71 H 3.085 -3.794 -1.851  -0.125
72 H 1.771 -4.423 -2.802  0.334
73 C 0.519 7.076 7.221  -0.420
74 O 1.075 5.903 7.872  -0.421
75 C 1.226 4.783 7.069  0.486
76 C 1.260 3.571 8.010  -1.104
77 N 1.116 2.267 7.359  0.442
78 C 1.483 1.187 8.292  -0.611
79 C 1.431 -0.122 7.511  -0.733
80 O 2.311 -0.114 6.351  -0.108
81 C 2.335 -1.320 5.549  -0.964
82 H 1.176 7.511 6.467  0.285
83 H 0.337 7.860 7.956  0.321
84 H -0.500 6.932 6.864  0.062
85 H 2.054 4.844 6.363  0.243
86 H 0.345 4.631 6.445  -0.352
87 H 0.638 3.709 8.894  0.375
88 H 2.265 3.630 8.429  0.397
89 H 1.625 2.116 6.500  -0.340
90 H 0.810 1.067 9.142  0.396
91 H 2.527 1.394 8.522  0.391
92 H 0.479 -0.418 7.069  0.311
93 H 1.706 -0.931 8.188  0.309
94 H 2.886 -1.138 4.626  0.038
95 H 1.374 -1.654 5.157  0.477
96 H 2.721 -2.194 6.075  0.288
97 C -5.632 3.529 -4.062  -0.945
98 O -5.890 2.924 -2.844  -0.559
99 C -6.650 1.738 -3.012  -0.300
100 C -7.009 1.147 -1.574  0.745
101 N -8.329 1.681 -1.162  -0.548
102 C -8.601 1.252 0.247  -0.272
103 C -9.000 -0.263 0.398  -0.866
104 O -7.853 -1.081 0.728  -0.520
105 C -7.452 -1.011 2.041  -0.772
106 H -6.458 3.736 -4.742  0.374
107 H -4.868 2.900 -4.518  0.263
108 H -5.206 4.526 -3.946  0.292
109 H -6.060 0.961 -3.498  -0.282
110 H -7.534 1.893 -3.630  0.561
111 H -6.166 1.394 -0.929  -0.607
112 H -6.940 0.063 -1.653  -0.004
113 H -8.279 2.690 -1.175  0.353
114 H -9.457 1.882 0.489  0.414
115 H -7.786 1.574 0.896  0.125
116 H -9.374 -0.640 -0.554  0.390
117 H -9.804 -0.468 1.105  0.460
118 H -7.131 -0.014 2.342  0.163
119 H -6.702 -1.754 2.313  0.260
120 H -8.251 -1.251 2.742  0.428
121 C -3.363 0.459 -2.036  0.288
122 O -2.059 -0.048 -2.121  1.220
123 C -1.954 -1.375 -1.590  -0.262
124 C -0.639 -2.127 -2.052  0.243
125 N 0.528 -1.538 -1.435  1.006
126 C 0.743 -1.964 -0.023  0.743
127 C 1.685 -0.914 0.754  -0.740
128 O 1.364 0.492 0.530  0.785
129 C 0.127 0.928 1.039  0.036
130 H -4.051 -0.372 -2.191  0.069
131 H -3.461 1.082 -2.924  -0.375
132 H -3.471 1.097 -1.158  -0.580
133 H -2.811 -1.938 -1.960  0.167
134 H -2.066 -1.283 -0.509  -0.410
135 H -0.589 -2.067 -3.140  0.293
136 H -0.729 -3.198 -1.875  -0.792
137 H 0.430 -0.535 -1.357  -0.525
138 H 1.172 -2.966 -0.028  -0.227
139 H -0.104 -1.939 0.663  -0.412
140 H 2.701 -1.059 0.387  -0.330
141 H 1.567 -1.195 1.800  0.470
142 H 0.055 2.008 0.913  -0.713
143 H 0.101 0.553 2.063  0.275
144 H -0.596 0.355 0.457  -0.163
145 C -0.203 7.542 0.240  -0.157
146 O 0.918 7.282 -0.635  -0.490
147 C 1.676 6.106 -0.255  -0.823
148 C 0.897 4.805 -0.368  0.338
149 N 0.282 4.591 -1.706  -0.155
150 C -0.514 3.381 -1.815  2.210
151 C -1.142 3.415 -3.202  0.500
152 O -0.301 3.121 -4.286  -0.663
153 C -0.010 1.682 -4.462  0.668
154 H -1.012 6.830 0.077  -0.112
155 H -0.601 8.507 -0.070  0.348
156 H 0.146 7.584 1.272  0.199
157 H 2.015 6.237 0.773  0.395
158 H 2.504 6.045 -0.962  0.332
159 H 0.138 4.771 0.414  0.103
160 H 1.668 4.096 -0.066  -0.497
161 H -0.228 5.429 -1.948  0.415
162 H -1.327 3.271 -1.097  -0.737
163 H 0.004 2.424 -1.755  -1.552
164 H -1.565 4.410 -3.334  0.489
165 H -1.890 2.622 -3.206  -0.366
166 H 0.770 1.453 -5.188  0.440
167 H -0.793 1.007 -4.805  -0.524
168 H 0.479 1.556 -3.496  -0.342
169 O -6.222 1.663 -7.316  -0.650
170 H -5.795 1.161 -6.622  0.300
171 H -7.070 1.235 -7.434  0.315
172 O 3.686 2.290 -0.705  -0.510
173 H 3.470 2.689 -1.548  0.190
174 H 2.886 1.834 -0.444  0.149
175 O -1.481 3.153 3.338  0.304
176 H -1.951 3.310 4.157  -0.207
177 H -2.169 3.067 2.679  -0.168
178 O -2.512 2.514 -6.559  -0.839
179 H -2.887 1.649 -6.391  0.331
180 H -2.190 2.805 -5.706  0.290
181 O -5.607 -0.956 -5.477  -0.548
182 H -5.856 -1.200 -4.586  0.362
183 H -4.992 -1.637 -5.750  0.241
184 O 1.423 -2.747 -6.046  -0.688
185 H 1.691 -2.381 -5.204  0.352
186 H 2.241 -3.019 -6.461  0.241
187 O -3.450 -2.598 -6.202  -0.464
188 H -2.715 -2.567 -6.814  0.170
189 H -3.650 -3.531 -6.115  0.330
190 O 3.762 -4.490 1.143  -0.423
191 H 4.500 -4.862 0.660  0.242
192 H 3.024 -4.549 0.536  0.100
193 O 2.100 -1.617 -3.761  0.108
194 H 1.500 -1.683 -3.018  0.188
195 H 2.373 -0.699 -3.768  -0.050
196 O -6.469 -2.328 -3.290  -0.495
197 H -6.941 -3.097 -3.611  0.239
198 H -6.267 -2.535 -2.378  0.243
199 O 6.452 1.849 -1.073  -0.652
200 H 5.510 1.876 -0.901  0.376
201 H 6.519 1.760 -2.024  0.293
202 O 2.681 3.604 -3.061  -0.732
203 H 2.793 4.120 -3.860  0.179
204 H 1.873 3.938 -2.672  0.242
205 O -3.167 0.227 -5.513  0.393
206 H -2.775 -0.644 -5.446  -0.145
207 H -4.110 0.069 -5.484  -0.029
208 O 1.012 3.555 2.870  0.824
209 H 1.551 2.972 3.405  -0.053
210 H 0.124 3.437 3.207  0.014
211 O 3.210 1.011 -3.614  -0.177
212 H 4.166 0.971 -3.577  0.076
213 H 3.007 1.946 -3.584  0.238
214 O 1.056 6.142 3.154  -0.751
215 H 1.205 5.201 3.065  0.348
216 H 0.103 6.234 3.165  0.351
217 C -3.557 0.390 2.265  -0.228
218 C -4.350 1.642 2.078  0.581
219 O -3.654 2.752 1.567  0.002
220 H -3.502 -0.261 1.392  -0.081
221 H -4.015 -0.198 3.060  0.564
222 H -2.537 0.503 2.633  -0.523
223 H -4.925 1.880 2.973  0.455
224 H -5.134 1.471 1.340  -0.624
225 H -3.777 2.924 0.631  -0.594
226 C -5.347 5.234 0.365  -1.219
227 C -4.053 4.999 -0.466  -0.048
228 O -4.056 3.686 -1.058  0.485
229 H -5.341 4.677 1.302  0.068
230 H -6.265 5.082 -0.201  0.285
231 H -5.302 6.265 0.714  0.479
232 H -3.141 5.133 0.116  -0.013
233 H -3.979 5.748 -1.254  0.558
234 H -4.811 3.593 -1.643  -0.049
235 C -6.107 -5.143 -0.970  -1.103
236 C -6.532 -4.037 -0.010  -0.126
237 O -6.233 -2.772 -0.578  -0.239
238 H -6.675 -5.366 -1.873  0.379
239 H -6.148 -6.087 -0.426  0.489
240 H -5.072 -5.022 -1.289  -0.125
241 H -5.961 -4.131 0.914  0.270
242 H -7.584 -4.219 0.209  0.408
243 H -6.848 -2.149 -0.183  0.396
244 C -3.016 -4.719 -3.641  0.584
245 C -4.004 -5.442 -4.477  -0.736
246 O -3.855 -5.232 -5.826  -0.558
247 H -3.135 -3.636 -3.625  -0.325
248 H -1.996 -4.893 -3.984  0.319
249 H -3.067 -5.086 -2.616  -0.232
250 H -5.024 -5.165 -4.210  0.141
251 H -3.871 -6.499 -4.246  0.482
252 H -3.286 -5.826 -6.320  0.288
253 C -1.866 -1.435 -9.141  -1.203
254 C -0.623 -1.753 -8.281  -0.123
255 O -0.981 -2.529 -7.140  -0.506
256 H -2.605 -0.884 -8.559  0.165
257 H -2.307 -2.343 -9.553  0.309
258 H -1.563 -0.740 -9.924  0.413
259 H -0.153 -0.824 -7.960  0.220
260 H 0.119 -2.236 -8.918  0.411
261 H -0.170 -2.669 -6.645  0.340
262 C 6.575 -0.563 1.867  -1.332
263 C 5.718 -1.627 1.340  0.533
264 O 4.942 -2.154 2.368  0.495
265 H 7.128 -0.227 0.990  0.479
266 H 7.227 -1.096 2.560  0.342
267 H 6.144 0.287 2.396  0.043
268 H 6.314 -2.345 0.776  0.351
269 H 4.993 -1.290 0.600  -0.472
270 H 4.454 -2.804 1.857  -0.175
271 C -2.410 0.841 6.077  -1.009
272 C -2.195 2.291 6.315  0.321
273 O -3.122 3.004 5.559  -0.577
274 H -2.061 0.403 5.142  0.062
275 H -3.451 0.523 6.135  0.391
276 H -1.834 0.353 6.863  0.256
277 H -1.199 2.591 5.990  -0.230
278 H -2.197 2.598 7.361  0.358
279 H -3.974 2.850 5.973  0.341
280 C -3.073 6.563 4.875  -0.943
281 C -2.753 6.995 3.427  -0.090
282 O -1.702 6.214 2.830  0.035
283 H -3.551 7.344 5.467  0.455
284 H -2.180 6.290 5.438  -0.058
285 H -3.738 5.700 4.901  0.214
286 H -2.546 8.059 3.314  0.421
287 H -3.644 6.888 2.809  0.049
288 H -1.814 5.276 2.998  0.015
289 C 4.306 2.857 3.229  -1.379
290 C 3.912 1.557 3.991  0.228
291 O 2.623 1.840 4.513  0.152
292 H 4.262 3.690 3.932  0.340
293 H 3.656 3.139 2.401  0.042
294 H 5.292 2.778 2.772  0.461
295 H 4.536 1.344 4.859  0.090
296 H 3.764 0.724 3.305  0.032
297 H 2.412 1.191 5.188  0.025